(1)
{"formula": "C4H7NO3", "method": "ωB97M-V/def2-TZVPD", "fmax_ev_per_a": 3.1, "relative_energy_kj_mol": 549.60, "orbital_gap_ev": 9.30, "e_tot_ha": -436.9341, "symbols": ["C", "C", "C", "C", "N", "O", "O", "O", "H", "H", "H", "H", "H", "H", "H"], "coordinates": [[-0.458827, 0.627022, 0.882652], [0.544220, 1.003893, 0.064633], [1.958028, 0.645324, -0.006001], [-1.433672, -1.442340, -0.385915], [-0.760044, 0.077380, -0.492572], [-1.150312, 0.798753, 1.859817], [2.793497, 0.965377, -1.098245], [-2.630014, -1.206449, 0.285294], [2.115785, -0.343146, 0.171913], [2.372367, 1.139487, 0.919953], [-1.549035, -1.863164, -1.402389], [-0.689159, -2.162412, 0.053939], [-1.557310, 0.658135, -0.953586], [3.007876, 1.915251, -1.084011], [-2.563402, -0.813113, 1.184520]], "atomic_forces_ev_per_a": [[-0.285, 1.969, -0.166], [-0.542, -0.756, -0.605], [0.915, 2.586, 0.997], [1.643, 1.656, 0.656], [-2.611, -1.084, -0.723], [0.019, -0.996, 0.113], [-0.306, 0.791, -0.337], [-0.037, -0.756, -0.538], [0.397, -3.102, 0.233], [-0.461, -0.266, -0.514], [-0.666, 0.837, 0.424], [-0.607, 1.093, 0.418], [2.078, -1.150, 0.868], [-0.301, -0.552, -0.042], [0.765, -0.271, -0.785]], "nbo_charge": [0.5513, -0.0603, -0.1266, 0.1119, -0.5724, -0.6158, -0.7057, -0.7207, 0.1835, 0.1983, 0.1953, 0.1720, 0.4005, 0.4708, 0.5179]}

---

(2)
{"formula": "C4H5OP", "method": "ωB97M-V/def2-TZVPD", "fmax_ev_per_a": 3.2, "relative_energy_kj_mol": 60.17, "orbital_gap_ev": 8.87, "e_tot_ha": -571.9441, "symbols": ["C", "C", "C", "C", "O", "P", "H", "H", "H", "H", "H"], "coordinates": [[0.479304, -0.657390, 0.823814], [1.303694, -0.449484, -0.182846], [-0.820981, 0.058152, 0.799263], [-0.963529, 0.651630, -0.540900], [0.952945, 1.159021, -2.614680], [0.550718, 0.827046, -1.255490], [0.604123, -1.457228, 1.619031], [2.165470, -1.108145, -0.359251], [-1.406621, -0.848764, 0.792321], [-1.190103, 0.485821, 1.720235], [-1.675021, 1.339340, -0.801497]], "atomic_forces_ev_per_a": [[0.240, -0.857, 2.277], [1.043, -0.236, -1.039], [-0.143, -1.546, -0.509], [2.269, 1.113, 0.273], [0.583, 0.591, -0.703], [-1.094, -2.632, 1.452], [0.144, 1.158, -1.079], [-0.208, 0.838, -0.057], [-0.973, -0.671, -0.233], [0.282, 0.893, 0.081], [-2.142, 1.349, -0.464]], "nbo_charge": [-0.1198, -0.6109, -0.4982, -0.7209, -1.0072, 1.7549, 0.2197, 0.2511, 0.2504, 0.2512, 0.2298]}

---

(3)
{"formula": "C2H9N3O2S", "method": "ωB97M-V/def2-TZVPD", "fmax_ev_per_a": 4.7, "relative_energy_kj_mol": 101.60, "orbital_gap_ev": 10.21, "e_tot_ha": -794.4573, "symbols": ["C", "C", "N", "N", "N", "O", "O", "S", "H", "H", "H", "H", "H", "H", "H", "H", "H"], "coordinates": [[-1.802150, -0.664518, 1.423595], [-1.510793, 0.580274, -0.624256], [-2.877771, 1.081630, -0.674041], [3.258231, -0.902699, -1.235692], [-1.044884, -0.125446, 0.585013], [4.317934, 0.730728, 0.404900], [1.939125, -0.132090, 0.716669], [3.077026, 0.535589, -0.286562], [1.042116, 0.329629, 0.734022], [-2.832862, -0.693139, 1.336765], [-1.373355, -1.306328, 2.302191], [-1.255807, -0.041663, -1.420827], [-0.777579, 1.472832, -0.681562], [-3.498269, 0.260801, -0.753774], [-3.339663, 1.737213, 0.107162], [4.153125, -1.355120, -0.900695], [2.525577, -1.507693, -1.032908]], "atomic_forces_ev_per_a": [[2.348, -1.517, 1.400], [0.530, 3.531, 3.026], [-1.830, 0.006, 1.132], [3.164, 1.297, 0.656], [0.860, 0.035, -0.088], [0.729, -0.244, 0.633], [-0.451, 0.611, 0.130], [-1.888, -0.578, -1.059], [1.201, -0.691, -0.218], [-2.328, 0.187, -0.150], [-0.534, 1.462, -1.578], [-0.088, -1.024, -1.556], [-1.251, -1.202, -0.104], [0.159, 0.824, -0.019], [2.253, -2.063, -2.081], [-1.186, 0.657, -0.554], [-1.686, -1.290, 0.431]], "nbo_charge": [-0.0396, -0.0795, -0.8651, -1.0441, -0.4535, -0.9374, -0.9459, 1.6180, 0.5275, 0.1415, 0.1795, 0.2067, 0.1839, 0.3555, 0.3875, 0.3857, 0.3793]}

---

(4)
{"formula": "C7H10", "method": "ωB97M-V/def2-TZVPD", "fmax_ev_per_a": 1.4, "relative_energy_kj_mol": 478.38, "orbital_gap_ev": [8.03, 8.04], "e_tot_ha": -272.5358, "symbols": ["C", "C", "C", "C", "C", "C", "C", "H", "H", "H", "H", "H", "H", "H", "H", "H", "H"], "coordinates": [[-0.248007, 1.688749, 0.897223], [0.070942, 0.418907, 0.131713], [0.650081, 0.719786, -1.241389], [-0.429014, -1.498259, -0.989026], [0.170844, -1.888618, 0.145656], [0.663920, -0.722114, 0.955855], [-0.995109, -0.175976, -0.669085], [0.690492, 2.211952, 1.088430], [-0.889970, 2.349535, 0.305247], [-0.735829, 1.457786, 1.848705], [1.218398, 1.655689, -1.311692], [0.210213, 0.379220, -2.154171], [-0.662953, -2.132093, -1.842165], [0.279039, -2.916342, 0.450793], [1.758602, -0.763717, 0.923473], [0.327234, -0.683226, 1.998854], [-2.078882, -0.101278, -0.538419]], "atomic_forces_ev_per_a": [[0.151, -0.005, 0.025], [-0.010, -0.209, -0.031], [0.054, 0.818, 0.615], [-1.059, -0.540, 0.464], [0.263, -0.205, -0.093], [0.023, -0.338, -0.028], [0.034, 0.282, -0.450], [-0.079, 0.135, 0.182], [0.103, -0.121, 0.113], [0.079, 0.114, -0.073], [-0.967, 0.496, -0.129], [0.897, -0.996, -0.518], [-0.325, 0.074, 0.356], [0.565, -0.252, -0.176], [-0.067, 0.194, 0.226], [0.028, -0.194, -0.114], [0.311, 0.749, -0.369]], "nbo_charge": [-0.5945, -0.1445, -0.4937, -0.2530, -0.0853, -0.4574, -0.1226, 0.2111, 0.2181, 0.2083, 0.1880, 0.2245, 0.2235, 0.2092, 0.2270, 0.2118, 0.2295]}